[1]
# C15H31F5OP2RuTe

A molecular structure, C15H31F5OP2RuTe in a non-equilibrium geometry (the ωB97M-V functional and the def2-TZVPD basis, the OMol25 dataset).

Values from the calculation:
Energy: -60121.5304 eV
HOMO-LUMO gap (alpha / beta): 6.97 / 6.27 eV
Largest force on an atom: 2.8 eV Å⁻¹
HOMO level (alpha / beta): -14.50 / -14.90 eV

Structure (ORCA input):
```
! wB97M-V def2-TZVPD RIJCOSX def2/J DEFGRID3
* xyz 2 5
P -0.05947 -1.98687 -1.73763
P -0.01176 1.80109 -1.93779
C -0.34768 -0.82606 -3.19069
C 0.41742 0.52577 -3.22607
H -1.43463 -0.65355 -3.27656
H -0.03936 -1.40947 -4.07527
H 1.50864 0.35720 -3.18212
H 0.20754 1.02646 -4.18743
C -1.43374 2.70897 -2.64511
H -1.77161 3.47887 -1.93379
H -2.26875 2.02006 -2.84749
H -1.12161 3.20284 -3.58082
C 1.33946 2.99882 -2.14155
H 1.12982 3.65262 -2.99271
H 2.29530 2.48908 -2.28628
H 1.41325 3.64664 -1.26035
C -1.21948 -3.34328 -2.06026
H -1.16208 -4.06877 -1.23967
H -0.93424 -3.84717 -2.99240
H -2.24554 -2.96495 -2.15024
C 1.53396 -2.73902 -2.18593
H 2.28258 -1.97291 -2.42957
H 1.36221 -3.37937 -3.06324
H 1.88965 -3.36031 -1.35334
Ru 0.08190 -1.07334 2.73402
C 0.40888 2.37495 0.40618
C -0.68700 1.80108 1.06230
C -1.64044 0.89201 0.45435
C -1.59718 -0.70538 0.50333
C -0.37103 -1.55955 0.64661
C 1.02135 -1.02627 0.82318
C 1.38803 0.14795 -0.05612
C 1.67793 1.54707 0.56503
C 0.39544 -2.83589 3.51724
H 0.41119 3.39345 0.06655
H -0.82070 1.98445 2.11672
H -1.76996 1.14605 -0.61947
H -2.58467 1.09429 0.98126
H -2.34756 -1.03922 1.23861
H -2.03631 -1.00271 -0.45528
H -0.46346 -2.66291 0.56816
H 1.77387 -1.82086 0.82449
H 0.44511 0.24779 -0.66904
H 2.20249 -0.10782 -0.76665
H 2.01010 1.45910 1.59326
H 2.50395 2.00587 0.02978
H 1.07588 -2.59616 4.35399
H 0.85698 -3.48259 2.75862
H -0.56317 -3.23100 3.88998
F -0.11460 -0.50281 6.06382
Te -0.34965 1.10162 5.08863
F -1.72497 0.23640 4.03983
F -1.72627 1.63900 6.31812
F -0.68548 2.69541 4.14026
F 1.04613 2.00376 5.99739
O 0.85333 0.51958 3.76113
*
```

natural (NBO) atomic charge list, values in e, 8 entries: number 1, P, carries 1.174; number 2, P, carries 1.149; number 3, C, carries -0.724; number 4, C, carries -0.710; number 5, H, carries 0.249; number 6, H, carries 0.270; number 7, H, carries 0.251; number 8, H, carries 0.279



[2]
# C15H31FP2Ru

A molecular structure, C15H31FP2Ru in a non-equilibrium geometry (the ωB97M-V functional and the def2-TZVPD basis, the OMol25 dataset).

Values from the calculation:
Energy: -39914.4248 eV
HOMO-LUMO gap (alpha / beta): 8.25 / 4.14 eV
Largest force on an atom: 8.3 eV Å⁻¹
HOMO level (alpha / beta): -14.83 / -14.97 eV

Structure (ORCA input):
```
! wB97M-V def2-TZVPD RIJCOSX def2/J DEFGRID3
* xyz 2 5
P -0.15605 1.35533 2.11605
P 2.08539 -0.77249 1.33882
C -0.23001 0.60163 0.44259
C 0.57566 -0.71129 0.29114
H 0.12379 1.35399 -0.28013
H -1.28464 0.41461 0.22218
H -0.04037 -1.58646 0.56347
H 0.88801 -0.85506 -0.75181
C 3.44121 -0.09318 0.35055
H 4.36858 -0.28973 0.90602
H 3.29096 0.99244 0.26389
H 3.46714 -0.57177 -0.63496
C 2.47240 -2.45219 1.83711
H 2.53326 -3.11997 0.96800
H 1.69880 -2.79484 2.53872
H 3.43533 -2.40769 2.36616
C -0.42104 3.13002 2.00019
H -0.56393 3.53299 3.01193
H -1.30686 3.31162 1.38142
H 0.46831 3.59745 1.55682
C -1.52025 0.61573 3.05050
H -1.24387 -0.40879 3.33424
H -2.41367 0.61824 2.41650
H -1.68505 1.21800 3.95383
Ru 1.70806 0.73035 2.88389
C -0.56066 -2.04590 -2.52671
C 0.33341 -1.13916 -2.98091
C 0.04556 -0.08611 -4.00904
C -1.36926 0.54444 -3.94657
C -1.83699 0.87095 -2.56195
C -2.52769 0.06990 -1.76005
C -2.97336 -1.33108 -2.08653
C -1.98492 -2.15538 -2.95244
C 1.29438 1.89570 4.60119
H -0.21581 -2.85903 -1.88177
H 1.39414 -1.23926 -2.72125
H 0.20943 -0.47791 -5.02634
H 0.78879 0.71695 -3.89779
H -1.33471 1.47394 -4.53062
H -2.07656 -0.09507 -4.48634
H -1.68040 1.92418 -2.27841
H -2.96476 0.46469 -0.82507
H -3.95541 -1.32361 -2.58751
H -3.14662 -1.87363 -1.14579
H -2.28510 -3.20870 -2.86938
H -2.13220 -1.90808 -4.00913
H 1.56014 1.25743 5.46161
H 0.28888 2.31898 4.74494
H 2.03298 2.71586 4.54388
F 3.40555 0.08094 3.60488
*
```

natural (NBO) atomic charge list, values in e, 8 entries: number 1, P, carries 1.096; number 2, P, carries 1.111; number 3, C, carries -0.749; number 4, C, carries -0.727; number 5, H, carries 0.247; number 6, H, carries 0.248; number 7, H, carries 0.248; number 8, H, carries 0.225



[3]
# C15H31N2O6

2 unconnected molecules or ions with the total composition C15H31N2O6 in a non-equilibrium geometry (the ωB97M-V functional and the def2-TZVPD basis, the OMol25 dataset).

Values from the calculation:
Energy: -31311.1844 eV
HOMO-LUMO gap: 9.16 eV
Largest force on an atom: 3.1 eV Å⁻¹
HOMO level: -12.32 eV

Structure (ORCA input):
```
! wB97M-V def2-TZVPD RIJCOSX def2/J DEFGRID3
* xyz 1 1
C -0.17863 -2.81157 4.66854
O -0.75314 -1.80129 3.72522
C -0.01575 -0.50733 3.91024
C -1.01573 0.78752 3.87385
C -1.50295 1.24276 2.36155
C -0.47293 2.21742 1.56327
N 0.28767 3.15948 2.52117
C 1.20490 4.11844 1.73216
C 2.35307 3.14886 1.04857
O 1.98580 1.72776 0.96856
C 0.58962 1.52688 0.55016
N 0.45763 2.24469 -0.81002
C 0.39284 -0.06022 0.22920
C 1.54439 -0.69310 -0.80026
C 2.85619 -1.29969 -0.00335
O 0.98069 -1.80692 -1.63313
H -0.68771 -2.80570 5.72215
H -0.35951 -3.87349 4.16791
H 0.97664 -2.69402 4.81270
H 0.41027 -0.56922 5.02380
H 0.93249 -0.42526 3.21841
H -0.57370 1.66777 4.51901
H -2.01264 0.45463 4.43933
H -2.49161 1.88970 2.54809
H -1.86781 0.28943 1.79167
H -1.14483 2.95728 0.90904
H -0.40785 3.72255 3.09550
H 0.93072 2.64712 3.16858
H 0.54570 4.54662 0.83414
H 1.63543 4.98012 2.39654
H 3.31579 3.23508 1.73576
H 2.67982 3.54804 -0.01735
H -0.31478 1.81236 -1.37399
H 1.34289 2.17049 -1.35749
H 0.31254 -0.76650 1.15710
H -0.63312 -0.17969 -0.36625
H 1.95542 0.09080 -1.56794
H 3.21411 -0.63870 0.89464
H 3.73927 -1.36252 -0.79586
H 2.61431 -2.41783 0.28649
H 0.71796 -2.48931 -0.94346
C -0.24408 -1.75937 -4.70980
C -1.58111 -2.42233 -4.96669
C -2.09751 -2.23712 -6.36069
O -3.49058 -2.42229 -6.18523
C -3.76754 -2.02200 -4.90879
O -4.88865 -1.85169 -4.46148
O -2.61279 -1.82911 -4.19443
H 0.00133 -1.79621 -3.64300
H 0.55291 -2.25899 -5.26914
H -0.25972 -0.70182 -4.99252
H -1.53090 -3.48206 -4.69186
H -1.69033 -2.97133 -7.06176
H -1.93450 -1.22911 -6.75885
*
```

natural (NBO) atomic charge list, values in e, 8 entries: number 1, C, carries -0.287; number 2, O, carries -0.573; number 3, C, carries -0.096; number 4, C, carries -0.454; number 5, C, carries -0.455; number 6, C, carries -0.074; number 7, N, carries -0.548; number 8, C, carries -0.278



[4]
# C15H32HfNOPSSi

A molecular structure, C15H32HfNOPSSi in a non-equilibrium geometry (the ωB97M-V functional and the def2-TZVPD basis, the OMol25 dataset).

Values from the calculation:
Energy: -48917.8933 eV
HOMO-LUMO gap: 5.94 eV
Largest force on an atom: 6.9 eV Å⁻¹
HOMO level: -5.80 eV

Structure (ORCA input):
```
! wB97M-V def2-TZVPD RIJCOSX def2/J DEFGRID3
* xyz 0 1
Hf -0.57423 -0.54434 0.29416
Si -0.83306 2.12576 1.15989
P -0.41259 1.65362 -1.36856
N 1.37305 -0.76114 0.22261
H -2.37371 -1.26240 0.27969
C -0.09620 0.93317 -3.05209
H 0.13555 1.73916 -3.76944
H -0.97308 0.38172 -3.41164
H 0.75105 0.23577 -3.02132
C -1.74620 2.79930 -1.89039
H -1.43130 3.31112 -2.81018
H -1.96733 3.55136 -1.12452
H -2.66816 2.24214 -2.09663
C 1.07131 2.74006 -1.31720
H 1.11294 3.32358 -2.24782
H 1.97154 2.11893 -1.22381
H 1.04567 3.42575 -0.46137
C -2.56096 2.32208 1.92578
H -2.92374 1.34510 2.27653
H -3.29199 2.75144 1.22226
H -2.48280 2.99331 2.79520
H 0.04241 1.32469 2.07153
H -0.24268 3.48592 1.21135
C 2.69482 -0.59471 0.25808
C 4.95420 -1.13090 -0.54106
C 3.61105 -1.46431 -0.42832
C 3.25368 0.55153 0.91802
C 4.59210 0.88181 0.77706
C 5.45356 0.04567 0.04797
H 5.63532 -1.78003 -1.10220
H 3.19758 -2.35884 -0.89349
H 2.56104 1.18412 1.48325
H 4.97549 1.79992 1.23216
H 6.50571 0.31671 -0.05313
C -2.43337 -1.57859 -0.92779
O -1.11853 -1.36006 -1.43336
C -2.76823 -3.06758 -0.97669
H -3.71480 -3.25962 -0.45949
H -2.00893 -3.68204 -0.47919
H -2.85470 -3.41065 -2.01441
C -3.49452 -0.68247 -1.57647
H -3.26785 -0.49736 -2.63976
H -3.56631 0.28541 -1.05428
H -4.47011 -1.18575 -1.50187
C 0.17992 -1.27816 3.72959
S -1.07747 -1.82232 2.50336
C -0.34315 -3.41260 1.94989
H 0.50036 -0.25379 3.51840
H 1.03061 -1.96697 3.71418
H -0.31700 -1.32203 4.70662
H 0.56479 -3.59334 2.53608
H -1.08907 -4.18823 2.17041
H -0.11169 -3.41087 0.87239
*
```

Löwdin atomic charge list, values in e, 8 entries: number 1, Hf, carries 0.950; number 2, Si, carries 0.405; number 3, P, carries 0.580; number 4, N, carries -0.176; number 5, H, carries 0.059; number 6, C, carries -0.294; number 7, H, carries 0.033; number 8, H, carries 0.023



[5]
# C15H32N4O4

3 unconnected molecules or ions with the total composition C15H32N4O4 in a non-equilibrium geometry (the ωB97M-V functional and the def2-TZVPD basis, the OMol25 dataset).

Values from the calculation:
Structure (SMILES): CC(C)=N[C@H](CC(N)(N)N)OC=O.C1CCOC1.C1CCOC1
Energy: -30222.2571 eV
HOMO-LUMO gap: 9.43 eV
Largest force on an atom: 2.8 eV Å⁻¹
HOMO level: -8.94 eV

Structure (ORCA input):
```
! wB97M-V def2-TZVPD RIJCOSX def2/J DEFGRID3
* xyz 0 1
C 3.47552 -1.72471 1.01337
C 2.31241 -1.81942 0.04664
C 2.62064 -1.47941 -1.39637
N 1.18496 -2.22690 0.48001
C -0.01418 -1.46789 0.22996
C 0.01141 -0.07069 0.83648
C 0.23154 1.12275 -0.11704
N 1.59108 1.63476 -0.05712
N -0.62012 2.20486 0.40324
N -0.16190 0.91787 -1.51811
O -1.08543 -2.22044 0.88754
C -2.21634 -2.24192 0.18000
O -2.68754 -1.29831 -0.41697
H 3.96911 -2.68766 1.12718
H 4.17045 -0.97728 0.63004
H 3.08982 -1.36520 1.96019
H 3.65970 -1.75573 -1.57636
H 2.02562 -2.06442 -2.09161
H 2.55290 -0.41763 -1.63687
H -0.25983 -1.48558 -0.83656
H 0.71795 -0.06234 1.66428
H -0.96046 0.07687 1.29581
H 2.26367 0.88472 0.02197
H 1.78863 2.13990 -0.91254
H -1.58554 1.89693 0.45248
H -0.57222 2.91991 -0.31607
H -1.14777 0.68556 -1.54815
H 0.38011 0.19894 -1.97989
H -2.71970 -3.21661 0.17417
C -2.46556 -1.68154 -3.70077
C -2.57709 -3.19300 -3.54288
C -2.03019 -3.68483 -4.87629
O -1.06354 -2.71892 -5.29924
C -1.16956 -1.54845 -4.48732
H -2.44508 -1.14395 -2.75635
H -3.30404 -1.30434 -4.29053
H -1.93375 -3.53148 -2.72504
H -3.58940 -3.54134 -3.34453
H -2.81937 -3.73653 -5.63372
H -1.55460 -4.66362 -4.80540
H -0.30001 -1.51801 -3.81632
H -1.14562 -0.66269 -5.12261
C -0.50637 3.42958 3.77676
C -0.30465 3.67277 5.27010
C 1.17646 3.35949 5.43775
O 1.80688 3.70057 4.20255
C 0.80650 3.93379 3.20174
H -1.37394 3.93844 3.36031
H -0.61182 2.36000 3.58114
H -0.49579 4.72249 5.50587
H -0.94139 3.06020 5.90737
H 1.33665 2.29098 5.62261
H 1.64011 3.92354 6.24857
H 0.76526 5.01195 3.00594
H 1.08542 3.42391 2.28063
*
```

natural (NBO) atomic charge list, values in e, 8 entries: number 1, C, carries -0.679; number 2, C, carries 0.398; number 3, C, carries -0.729; number 4, N, carries -0.494; number 5, C, carries 0.241; number 6, C, carries -0.480; number 7, C, carries 0.413; number 8, N, carries -0.832



[6]
# C15H32NO7PS

2 unconnected molecules or ions with the total composition C15H32NO7PS (the ωB97M-V functional and the def2-TZVPD basis, the OMol25 dataset).

Values from the calculation:
Structure (SMILES): CC[C@@]1(CCCCCCCOC)OS(=O)(=O)O[C@@H]1P(N)O.CC(C)=O
Energy: -52020.6166 eV
HOMO-LUMO gap: 9.62 eV
Largest force on an atom: 0.9 eV Å⁻¹
HOMO level: -9.09 eV

Structure (ORCA input):
```
! wB97M-V def2-TZVPD RIJCOSX def2/J DEFGRID3
* xyz 0 1
C 2.06100 4.57200 -1.90296
C 1.49032 3.42864 -2.74668
C 0.95368 2.20888 -1.97188
C 1.01750 0.98113 -2.89946
C 0.06004 -0.19640 -2.73206
C -0.00411 -0.90387 -1.38337
C 1.32693 -1.51963 -0.95289
C 1.19818 -2.36283 0.32360
C 2.20057 -3.51239 0.44495
C 1.68174 -4.66486 1.29160
O 1.62904 -4.25116 2.64594
C 0.72791 -4.98624 3.44570
O 1.76258 1.92690 -0.79783
S 1.02991 2.13488 0.58284
O 1.26143 0.96440 1.37017
O 1.27869 3.43560 1.11283
O -0.44644 2.12717 -0.00136
C -0.41504 2.60727 -1.37133
P -1.93958 2.38584 -2.43101
N -2.80037 1.25555 -1.51421
O -2.72219 3.79679 -2.05963
H 2.53555 4.21167 -0.99270
H 2.82046 5.10842 -2.47642
H 1.30201 5.30777 -1.62547
H 0.66887 3.78655 -3.37694
H 2.26826 3.07214 -3.42970
H 2.05179 0.62203 -2.86847
H 0.86770 1.38105 -3.90657
H -0.93819 0.09040 -3.07734
H 0.39293 -0.96414 -3.44262
H -0.40247 -0.27851 -0.57996
H -0.71849 -1.73020 -1.49222
H 2.07340 -0.73686 -0.78431
H 1.70424 -2.16475 -1.75702
H 1.24715 -1.72180 1.20315
H 0.18916 -2.80394 0.31871
H 2.48051 -3.90089 -0.53755
H 3.10714 -3.15836 0.94963
H 0.67590 -4.95390 0.95015
H 2.32833 -5.54725 1.19158
H 0.56956 -5.99647 3.05292
H 1.14708 -5.06661 4.45055
H -0.23982 -4.47433 3.50569
H -0.39931 3.70311 -1.26933
H -2.41240 0.97543 -0.61850
H -3.73205 1.60289 -1.31901
H -2.53233 4.11206 -1.17240
C -1.56823 0.21688 3.15950
C -2.89729 0.17108 2.45942
C -4.08413 -0.27952 3.27432
O -3.02115 0.48339 1.29602
H -0.79384 0.55961 2.47599
H -1.62090 0.89563 4.01245
H -1.30564 -0.77483 3.53203
H -4.22123 0.38254 4.13076
H -3.91362 -1.28936 3.65093
H -4.98073 -0.26855 2.65976
*
```

natural (NBO) atomic charge list, values in e, 8 entries: number 1, C, carries -0.630; number 2, C, carries -0.418; number 3, C, carries 0.267; number 4, C, carries -0.430; number 5, C, carries -0.403; number 6, C, carries -0.397; number 7, C, carries -0.399; number 8, C, carries -0.397



- What is the formula in the first record?
  C15H31F5OP2RuTe